A molecular structure, CCl3O2S2, computed with ωB97M-V/def2-TZVPD.

## Properties
E_HOMO (spin up / spin down) = -5.38 / -5.38 eV
charge = -1
DFT total energy = -64368.7909 eV
molecular weight = 214.50 g mol⁻¹

CARTESIAN COORDINATES (ANGSTROEM)
C1 2.512 -0.309 -0.887
O1 -1.944 1.581 0.111
O2 -1.831 -0.401 1.542
S1 -3.057 -0.981 -0.900
S2 -1.899 0.139 0.216
Cl1 3.057 1.185 -0.309
Cl2 0.286 -0.318 -0.454
Cl3 2.946 -1.536 0.318


16 unconnected molecules or ions with the total composition C40H118N14O22, computed with ωB97M-V/def2-TZVPD.

## Properties
E_HOMO = -7.99 eV
DFT total energy = -109287.8977 eV
molecular weight = 1147.46 g mol⁻¹

CARTESIAN COORDINATES (ANGSTROEM)
C1 9.917 -2.753 32.146
O1 8.930 -2.842 32.892
N1 9.928 -2.616 30.845
N2 11.130 -2.703 32.411
H1 9.031 -2.338 30.473
H2 10.759 -2.811 30.306
H3 11.769 -2.525 31.649
H4 11.431 -3.075 33.300
C2 11.110 5.862 31.313
O2 11.086 5.687 32.518
N3 11.815 5.124 30.438
N4 10.631 6.939 30.740
H5 12.107 4.245 30.841
H6 11.937 5.330 29.457
H7 10.956 7.007 29.786
H8 10.093 7.606 31.274
C3 10.858 -3.457 21.688
O3 11.325 -4.463 21.144
N5 10.720 -2.334 20.997
N6 10.579 -3.251 22.939
H9 10.840 -2.353 19.994
H10 10.493 -1.502 21.521
H11 10.856 -3.980 23.582
H12 10.147 -2.414 23.303
C4 11.902 2.400 24.354
O4 12.418 1.269 24.441
N7 10.893 2.865 24.944
N8 12.200 3.182 23.387
H13 10.483 2.196 25.580
H14 10.561 3.805 24.785
H15 11.685 4.047 23.317
H16 13.011 3.006 22.810
C5 12.140 -7.332 29.769
O5 12.750 -6.084 29.268
C6 11.944 -5.151 28.500
C7 12.687 -3.708 28.452
N9 12.741 -3.176 29.809
C8 13.622 -1.981 29.740
C9 13.722 -1.167 31.113
O6 14.358 -2.016 32.087
C10 14.703 -1.337 33.278
H17 11.845 -7.990 28.952
H18 11.145 -7.044 30.110
H19 12.858 -7.919 30.341
H20 10.906 -5.040 28.811
H21 11.792 -5.454 27.464
H22 12.173 -3.071 27.733
H23 13.687 -3.936 28.083
H24 13.199 -3.982 30.210
H25 13.131 -1.290 29.055
H26 14.635 -2.216 29.414
H27 12.733 -0.835 31.430
H28 14.386 -0.314 30.975
H29 15.266 -0.482 32.903
H30 15.443 -1.935 33.809
H31 13.751 -1.176 33.784
C11 13.905 2.178 28.273
O7 13.083 1.091 28.298
C12 11.691 1.572 28.594
C13 10.713 0.422 28.511
N10 10.533 0.006 27.128
C14 9.601 -1.129 26.992
C15 8.131 -0.999 27.476
O8 8.212 -1.742 28.741
C16 6.984 -1.556 29.486
H32 14.929 1.817 28.372
H33 13.630 2.841 29.093
H34 13.597 2.714 27.376
H35 11.419 2.237 27.774
H36 11.603 2.123 29.531
H37 9.788 0.753 28.982
H38 10.974 -0.395 29.183
H39 11.455 -0.081 26.726
H40 10.068 -2.040 27.365
H41 9.614 -1.206 25.904
H42 7.436 -1.313 26.697
H43 7.931 0.072 27.446
H44 7.125 -0.622 30.030
H45 6.918 -2.393 30.181
H46 6.046 -1.557 28.930
C17 4.884 -3.753 32.257
O9 3.696 -4.511 31.979
C18 2.600 -3.821 31.371
C19 1.738 -3.378 32.568
N11 1.261 -4.548 33.300
C20 0.226 -4.189 34.306
C21 0.081 -5.337 35.289
O10 1.140 -5.311 36.264
C22 1.018 -6.302 37.377
H47 5.145 -3.422 31.251
H48 5.748 -4.288 32.651
H49 4.629 -2.886 32.866
H50 1.985 -4.463 30.740
H51 2.937 -2.989 30.752
H52 0.916 -2.838 32.096
H53 2.276 -2.715 33.245
H54 2.148 -4.770 33.730
H55 -0.759 -3.897 33.942
H56 0.508 -3.296 34.863
H57 0.160 -6.317 34.817
H58 -0.889 -5.209 35.770
H59 1.012 -7.297 36.932
H60 0.009 -6.244 37.785
H61 1.766 -6.189 38.162
C23 7.822 2.250 32.124
O11 7.480 1.868 33.427
C24 7.153 2.980 34.249
C25 6.865 2.526 35.704
N12 6.756 3.748 36.604
C26 6.789 3.365 37.960
C27 6.270 4.422 38.975
O12 7.489 5.179 39.110
C28 7.560 5.995 40.230
H62 6.995 2.590 31.501
H63 8.407 1.461 31.652
H64 8.377 3.186 32.194
H65 6.368 3.643 33.885
H66 8.035 3.621 34.255
H67 7.752 2.006 36.067
H68 6.051 1.807 35.799
H69 5.853 4.169 36.438
H70 7.842 3.261 38.220
H71 6.310 2.413 38.190
H72 6.009 3.977 39.936
H73 5.480 5.063 38.584
H74 6.955 6.902 40.244
H75 8.527 6.409 40.516
H76 7.243 5.501 41.148
C29 19.882 -2.170 24.541
O13 18.839 -1.713 25.367
C30 18.435 -2.722 26.271
C31 17.491 -2.248 27.417
N13 17.990 -0.917 27.980
C32 17.091 -0.439 29.049
C33 17.586 1.000 29.257
O14 17.682 1.818 28.083
C34 18.355 3.106 28.331
H77 20.712 -2.695 25.014
H78 20.348 -1.418 23.903
H79 19.533 -2.963 23.879
H80 19.337 -3.117 26.739
H81 17.994 -3.530 25.688
H82 17.394 -3.004 28.196
H83 16.471 -2.088 27.067
H84 18.939 -1.043 28.304
H85 17.293 -0.964 29.983
H86 16.038 -0.378 28.774
H87 18.571 0.940 29.720
H88 17.071 1.596 30.011
H89 19.439 3.091 28.217
H90 18.077 3.604 29.260
H91 18.174 3.914 27.622
C35 11.288 1.162 32.775
O15 12.697 1.491 33.057
C36 12.959 2.854 32.928
C37 12.607 3.768 34.131
N14 13.031 3.052 35.352
C38 12.266 3.477 36.561
C39 13.037 3.131 37.921
O16 14.173 4.055 37.966
C40 15.076 3.923 39.084
H92 11.255 0.093 32.985
H93 11.080 1.342 31.720
H94 10.651 1.664 33.503
H95 12.818 3.221 31.911
H96 14.044 2.754 32.916
H97 11.524 3.879 34.185
H98 12.916 4.812 34.074
H99 12.975 2.052 35.227
H100 11.329 2.919 36.581
H101 11.889 4.492 36.440
H102 13.133 2.049 38.008
H103 12.468 3.417 38.806
H104 14.633 3.943 40.080
H105 15.787 4.734 39.247
H106 15.706 3.033 39.111
O17 6.991 -0.647 32.699
H107 7.678 -1.062 33.221
H108 7.025 0.276 32.948
O18 12.608 5.376 27.478
H109 13.190 5.420 26.720
H110 11.796 5.788 27.182
O19 14.137 -1.081 26.778
H111 13.664 -0.250 26.751
H112 13.573 -1.694 26.307
O20 9.870 -0.199 23.525
H113 9.454 0.644 23.342
H114 10.467 -0.020 24.251
O21 5.666 1.394 26.911
H115 5.014 1.616 26.247
H116 6.408 1.969 26.720
O22 12.258 -1.981 25.007
H117 11.669 -1.385 24.544
H118 13.098 -1.884 24.559


A gas-phase ion, C3H10N3 (charge +1), computed with ωB97M-V/def2-TZVPD.

## Properties
SMILES = CCNC(N)=[NH2+]
E_HOMO = -14.98 eV
charge = +1
DFT total energy = -7738.0091 eV
molecular weight = 88.13 g mol⁻¹

CARTESIAN COORDINATES (ANGSTROEM)
C1 -0.201 1.142 2.112
C2 0.208 0.020 1.183
N1 -0.518 0.079 -0.114
C3 -0.013 -0.431 -1.219
N2 -0.486 -0.039 -2.416
N3 1.001 -1.284 -1.178
H1 -0.988 0.910 2.824
H2 -0.265 2.069 1.544
H3 0.604 1.282 2.797
H4 1.274 0.031 1.006
H5 -0.091 -0.940 1.596
H6 -1.421 0.518 -0.186
H7 -1.038 0.804 -2.422
H8 -0.690 -0.717 -3.134
H9 1.475 -1.574 -2.019
H10 1.149 -1.869 -0.373